[1]
63
Properties=species:S:1:pos:R:3:forces:R:3 method="wB97M-V/def2-TZVPD" e_above_lowest_kcal_mol=66.1 s_squared=8.819 spin_multiplicity=6 charge=+1 gap_ha="0.2835 / 0.2279" e_homo_ev="-10.48 / -11.98"
C -3.2631 -2.4402 -2.5809 0.365 0.591 -0.142
C -2.6409 -1.1882 -2.4581 0.068 -1.048 0.562
C -3.2177 -0.2856 -1.5471 -0.172 0.709 -0.719
C -4.6087 -0.3232 -1.3981 -0.843 -0.823 -0.131
C -5.2373 -1.5753 -1.5222 -0.496 0.928 0.310
C -4.5433 -2.6460 -2.0497 0.979 -0.228 0.002
C -5.2448 1.0359 -1.2639 -1.834 -1.705 3.039
C -4.5032 1.7634 -0.1736 -0.737 0.540 0.681
C -3.1115 1.7649 -0.3355 -0.289 0.413 -0.847
C -2.4257 2.9489 -0.0046 0.047 -0.083 1.119
C -2.9579 3.7151 1.0438 0.311 -0.170 -0.600
C -4.2484 3.4554 1.5263 1.041 0.060 0.162
C -5.0383 2.5275 0.8795 -0.532 -0.683 -0.632
H -2.7002 -3.2518 -3.0325 -0.325 0.110 -0.364
H -6.2525 -1.7387 -1.1428 0.249 0.371 -0.473
H -4.9724 -3.6371 -2.0889 -0.104 0.038 0.036
H -6.3560 0.9730 -1.0631 1.202 0.011 -0.110
H -2.3221 4.4636 1.5081 -0.308 0.265 -0.263
H -4.6051 4.0083 2.3837 -0.113 -0.046 -0.015
H -6.0555 2.3527 1.2479 0.237 0.205 -0.579
N -2.4588 0.6972 -0.9313 -3.626 2.119 -3.292
Ru -0.6403 0.2351 -0.3270 2.389 -1.286 1.937
C -1.4148 -0.7303 -3.1916 0.865 -0.107 0.754
H -1.4705 0.3705 -3.3309 -0.076 -0.716 -0.464
H -1.2363 -1.2901 -4.1180 -0.157 0.292 0.122
C -1.1842 3.2549 -0.7880 0.719 -0.589 0.462
H -1.2972 2.8326 -1.8087 0.025 0.775 0.366
H -0.9189 4.3188 -0.7717 -0.163 -0.226 -0.173
P 0.0498 -0.9197 -2.0551 0.524 -1.726 -2.817
P 0.2071 2.2405 -0.0824 0.837 3.239 0.266
C 0.3423 2.7612 1.6351 0.280 -0.056 0.157
H 1.1533 2.1594 2.0800 -0.377 0.382 -0.004
H 0.5804 3.8366 1.6574 -0.045 -0.323 0.193
H -0.6134 2.5528 2.1433 0.459 0.130 -0.104
C 1.6881 2.7525 -0.9621 0.273 -0.076 0.070
H 1.8213 3.8379 -0.8106 0.078 -0.419 -0.174
H 2.5146 2.1707 -0.5169 -0.212 0.311 -0.367
H 1.5738 2.5091 -2.0326 0.186 0.217 0.478
C 0.1705 -2.6886 -1.7490 0.225 -0.148 0.092
H 0.0699 -3.2260 -2.7059 0.107 0.017 0.387
H 1.1576 -2.8533 -1.2874 -0.458 -0.160 -0.138
H -0.6308 -2.9711 -1.0456 0.397 -0.057 -0.334
C 1.4833 -0.3782 -3.0005 0.215 -0.034 0.118
H 2.3417 -0.4770 -2.3130 -0.222 0.131 -0.441
H 1.5818 -1.0336 -3.8829 0.108 0.357 0.270
H 1.3411 0.6761 -3.2968 0.171 -0.536 0.011
C -1.8772 -0.4290 0.9115 -3.197 -2.393 4.130
O -2.8683 -0.6982 1.4572 2.324 0.614 -1.177
H -5.1260 1.5683 -2.1719 0.203 0.588 -1.061
F 3.2909 -2.4904 -0.6658 0.373 0.530 0.388
C 3.8931 -1.6388 0.2100 0.337 -0.310 0.263
F 4.7021 -2.3940 1.0123 -0.871 0.750 -0.990
F 4.6816 -0.8112 -0.5201 -0.536 -0.645 0.414
C 2.7920 -0.7915 1.0049 0.940 -0.677 0.833
O 1.9205 -0.2202 0.1833 -0.314 0.254 -0.231
C 2.0889 -1.7704 2.0423 0.361 -0.165 0.346
F 2.9263 -2.2241 3.0204 -0.993 0.420 -0.904
F 1.0532 -1.1366 2.6456 0.498 -0.467 -0.366
F 1.5826 -2.8560 1.3987 0.188 0.667 0.420
C 3.6297 0.2676 1.8624 0.389 -0.092 0.273
F 4.6838 -0.2691 2.5439 -1.106 0.699 -0.764
F 4.1173 1.2358 1.0463 -0.376 -0.447 0.599
F 2.8291 0.8798 2.7807 0.508 -0.294 -0.582

=====

[2]
59
Properties=species:S:1:pos:R:3:forces:R:3 method="wB97M-V/def2-TZVPD" charge=0 gap_ha=0.3029 e_homo_ev=-8.09
N -6.7553 -1.4286 -0.9001 -0.197 -0.020 -0.104
C -5.7126 -1.2409 -0.0673 -0.557 -0.134 -0.170
O -5.7989 -1.3248 1.1472 0.116 0.024 0.189
C -4.4438 -0.9361 -0.7577 0.704 0.130 -0.402
N -4.3764 -0.9098 -2.0738 -0.460 -0.091 0.053
S -2.8714 -0.6257 -2.5968 0.221 0.011 0.681
C -2.2146 -0.4587 -1.0112 -0.702 -0.452 -0.307
C -3.2131 -0.6892 -0.0717 0.368 0.112 -0.600
N -3.0790 -0.6567 1.2714 -0.131 -0.206 0.469
H -2.1591 -0.8220 1.6617 0.049 -0.011 -0.028
H -3.8835 -1.0023 1.7792 0.097 0.059 -0.015
C -0.8004 -0.2254 -0.6980 -0.071 0.071 0.066
O 0.1094 -0.9426 -1.0772 0.041 0.000 -0.138
N -0.5900 0.8370 0.1389 0.319 -0.060 0.073
C -1.5843 1.8177 0.3514 -0.298 0.561 -0.004
C -2.1239 2.4762 -0.7488 0.088 0.080 0.133
C -3.1188 3.4191 -0.5723 -0.047 -0.004 -0.076
C -3.5718 3.7227 0.7005 -0.060 0.021 0.037
C -3.0250 3.0788 1.7970 0.008 0.091 0.038
C -2.0363 2.1266 1.6285 0.119 -0.017 -0.122
H -1.6372 1.6065 2.4857 0.051 -0.092 0.072
H -3.3789 3.3076 2.7907 -0.032 0.013 0.089
H -4.3496 4.4584 0.8368 -0.066 0.071 0.018
H -3.5374 3.9204 -1.4320 -0.031 0.048 -0.075
H -1.7631 2.2436 -1.7401 0.057 -0.006 -0.062
C 0.6364 0.8561 0.9152 -0.016 -0.347 -0.023
C 1.8411 1.3839 0.1783 0.096 0.200 0.043
C 2.9521 1.7778 0.9244 -0.208 0.051 -0.204
C 4.1039 2.2244 0.3060 0.188 0.039 -0.205
C 4.1334 2.2825 -1.0761 -0.093 -0.054 0.089
C 3.0416 1.9204 -1.8412 0.200 0.088 0.023
C 1.8954 1.4732 -1.2066 0.042 0.056 0.126
H 1.0475 1.1846 -1.8047 -0.075 -0.041 -0.023
H 3.0938 1.9853 -2.9163 0.032 0.022 -0.115
F 5.2556 2.7088 -1.6905 -0.091 -0.027 0.050
H 4.9681 2.5246 0.8766 0.104 0.043 0.036
H 2.9133 1.7336 2.0033 0.005 -0.005 0.132
H 0.4609 1.4953 1.7889 0.001 -0.157 -0.136
C 0.8018 -0.5878 1.4714 0.240 0.498 0.051
O -0.1735 -1.1643 1.9199 -0.300 -0.266 0.214
N 2.0376 -1.0764 1.4687 0.415 -0.058 -0.111
C 2.3814 -2.4350 1.8070 0.295 -0.261 0.030
H 1.4650 -3.0090 1.9508 0.098 0.016 0.012
H 2.9665 -2.4423 2.7329 -0.104 -0.089 -0.033
C 3.2306 -3.0175 0.6695 -0.397 -0.239 0.278
C 2.4726 -3.1271 -0.6696 0.098 0.058 0.026
H 2.5371 -4.1423 -1.0583 -0.013 -0.031 0.009
C 3.1915 -2.1354 -1.5880 0.155 0.015 0.172
H 2.6725 -1.1775 -1.5756 0.014 0.025 -0.021
C 4.5629 -2.0183 -0.9276 0.077 -0.018 -0.450
H 5.2240 -2.8322 -1.2590 -0.008 0.081 0.011
O 4.3252 -2.1287 0.4615 -0.085 0.105 0.278
H 5.0603 -1.0627 -1.1020 0.005 -0.058 -0.028
H 3.2580 -2.4849 -2.6149 -0.010 0.019 -0.091
H 1.4250 -2.8574 -0.5607 -0.052 -0.073 0.007
H 3.6147 -3.9986 0.9846 -0.049 0.138 -0.020
H 2.7861 -0.5747 1.0083 -0.214 0.059 0.036
H -6.6090 -1.3662 -1.8928 -0.030 -0.008 -0.007
H -7.6584 -1.6638 -0.5258 0.092 0.021 0.031

=====

F_max list, top to bottom, in eV/A: 5.74, 0.89
DFT total energy list, top to bottom, in eV: -76470.131, -54472.958